# C12H12Cl2N2O2

A structure of composition C12H12Cl2N2O2 (wB97M-V/def2-TZVPD, the Open Molecules 2025 dataset).

energy above the lowest of the compared OMol25 structures with the same formula, charge and spin = 967.61 kJ/mol
energy = -1644.458814 Ha
orbital gap = 8.805 eV
E_HOMO = -9.02 eV
LUMO level = -0.0080 hartree

Last column: Mulliken charge in e.
Geometry (Å):
N: -1.127 2.579 -0.168  -0.36
C: -0.481 1.369 -0.387  0.39
N: -0.770 0.143 -0.101  -0.31
O: -2.119 0.246 0.523  -0.23
C: -2.715 -0.862 0.821  0.45
O: -3.580 -0.871 1.619  -0.55
C: -1.768 -2.017 0.757  0.42
C: -1.204 -2.332 -0.821  -0.44
C: -0.516 -3.487 -1.080  -1.20
C: -0.461 -4.519 -0.001  -0.17
C: -0.745 -4.347 1.219  -0.67
C: -1.519 -3.082 1.410  0.19
H: -2.260 -2.909 2.446  0.07
H: -0.776 -5.135 2.025  0.30
H: 0.082 -5.399 -0.352  0.28
H: -0.091 -3.617 -1.839  0.78
H: -1.457 -1.556 -1.366  0.69
C: 0.957 1.672 -0.916  -0.80
C: 1.964 2.103 -0.102  0.02
C: 2.245 3.719 0.136  0.37
C: 3.234 2.878 -0.585  -0.87
H: 4.298 2.747 0.225  0.22
H: 3.539 2.809 -1.532  0.35
Cl: 2.495 4.511 1.757  -0.15
Cl: 1.417 4.730 -1.358  -0.25
H: 1.929 1.649 0.927  0.43
H: 0.747 2.297 -1.868  0.40
H: 1.428 0.514 -1.326  0.19
H: -0.703 3.608 -0.367  0.21
H: -2.041 2.561 0.303  0.23

# C20H21FN2O4

An isolated molecule of C20H21FN2O4 (wB97M-V/def2-TZVPD, the Open Molecules 2025 dataset).

energy = -1285.066206 Ha
SMILES = COc1ccc(OCC(=O)N2CCN(C(=O)c3cccc(F)c3)CC2)cc1
orbital gap = 8.413 eV
E_HOMO = -7.72 eV
LUMO level = 0.0256 hartree

Last column: Mulliken charge in e.
Geometry (Å):
C: -5.057 -0.453 0.363  -0.90
O: -4.062 -0.249 -0.610  -0.44
C: -2.930 -1.012 -0.543  0.39
C: -2.718 -2.052 0.356  -0.49
C: -1.513 -2.731 0.356  -0.62
C: -0.502 -2.389 -0.530  0.00
O: 0.673 -3.119 -0.477  -0.49
C: 1.868 -2.386 -0.519  -0.95
C: 1.992 -1.488 0.714  0.95
O: 1.111 -1.436 1.547  -0.62
N: 3.136 -0.761 0.856  -0.03
C: 4.117 -0.533 -0.178  -0.82
C: 3.845 0.853 -0.828  -0.73
N: 2.627 1.409 -0.278  0.07
C: 1.482 1.293 -1.002  0.24
O: 1.500 0.859 -2.140  -0.67
C: 0.208 1.811 -0.410  0.06
C: -0.385 2.903 -1.036  -0.59
C: -1.620 3.367 -0.620  -0.85
C: -2.288 2.741 0.417  -0.44
C: -1.691 1.651 1.020  -0.14
F: -2.337 1.033 2.029  -0.43
C: -0.454 1.169 0.631  0.75
C: 2.708 1.635 1.144  -0.66
C: 3.127 0.306 1.838  -0.76
C: -0.728 -1.375 -1.455  -0.18
C: -1.929 -0.697 -1.458  -0.30
H: -5.828 0.288 0.156  0.24
H: -4.666 -0.299 1.374  0.34
H: -5.494 -1.455 0.290  0.35
H: -3.472 -2.331 1.073  0.40
H: -1.336 -3.526 1.062  0.43
H: 1.932 -1.765 -1.424  0.46
H: 2.669 -3.131 -0.530  0.32
H: 4.079 -1.328 -0.918  0.35
H: 5.108 -0.545 0.288  0.41
H: 4.664 1.547 -0.623  0.33
H: 3.710 0.763 -1.906  0.41
H: 0.126 3.378 -1.860  0.50
H: -2.071 4.215 -1.114  0.40
H: -3.259 3.074 0.748  0.50
H: -0.059 0.292 1.119  0.60
H: 3.456 2.412 1.331  0.45
H: 1.744 1.984 1.510  0.33
H: 2.419 0.034 2.620  0.43
H: 4.127 0.388 2.268  0.32
H: 0.026 -1.090 -2.172  0.59
H: -2.103 0.102 -2.162  0.46

Record-wise F_max values, in eV Å⁻¹: 15.49 0.44